Record 1
Density functional theory data (wB97M-V/def2-TZVPD) for an isolated molecule of C20H22N2O6S in a non-equilibrium geometry.

The HOMO energy comes out at -0.33154 Eh. The multiplicity is 1. As for the total energy: -47197.26666 eV. The largest force on an atom is 0.022 Eh/bohr. As for the energy above the lowest of the compared OMol25 structures with the same formula, charge and spin: 131.28 kJ/mol. Its SMILES is CN(c1ccccc1)S(=O)(=O)c1ccc(C(=O)OCC(=O)N2CCOCC2)cc1. As for the HOMO-LUMO gap: 8.70 eV.

Last column: natural (NBO) charge in e.
Atoms and positions in Å:
C (4.3257, 1.1994, -2.2270)  -0.4277
N (4.6922, 1.0385, -0.8394)  -0.6650
C (4.9332, -0.2551, -0.3414)  0.1086
C (5.7555, -0.3943, 0.7742)  -0.2137
C (6.0050, -1.6478, 1.3002)  -0.1998
C (5.4554, -2.7777, 0.7156)  -0.2176
C (4.6504, -2.6436, -0.4014)  -0.2168
C (4.3844, -1.3920, -0.9287)  -0.2025
S (3.8597, 2.0715, 0.1966)  2.3293
O (3.7114, 3.3240, -0.4789)  -0.9321
O (4.4741, 2.0530, 1.4854)  -0.9229
C (2.2722, 1.2409, 0.2865)  -0.3323
C (2.1220, 0.1888, 1.1715)  -0.1393
C (0.9484, -0.5415, 1.1530)  -0.1658
C (-0.0538, -0.2235, 0.2371)  -0.1572
C (-1.2956, -1.0380, 0.2462)  0.7902
O (-1.5909, -1.8139, 1.1231)  -0.5958
O (-2.0582, -0.8015, -0.8265)  -0.5011
C (-3.2684, -1.5391, -0.9702)  -0.1752
C (-4.4375, -0.5950, -1.2738)  0.6559
O (-5.0318, -0.6809, -2.3300)  -0.6154
N (-4.7406, 0.3292, -0.3420)  -0.4290
C (-4.2396, 0.4276, 1.0112)  -0.2531
C (-5.4188, 0.3141, 1.9905)  -0.0742
O (-6.4087, 1.2769, 1.7280)  -0.5191
C (-6.9104, 1.1388, 0.4172)  -0.0776
C (-5.7913, 1.2954, -0.6138)  -0.2586
C (0.1112, 0.8400, -0.6484)  -0.1609
C (1.2837, 1.5740, -0.6213)  -0.2098
H (4.3522, 2.2662, -2.4366)  0.2447
H (3.3223, 0.8199, -2.4526)  0.1839
H (5.0565, 0.6860, -2.8503)  0.2203
H (6.1771, 0.4887, 1.2240)  0.2449
H (6.6416, -1.7435, 2.1668)  0.2181
H (5.6576, -3.7559, 1.1245)  0.2163
H (4.2194, -3.5174, -0.8675)  0.2158
H (3.7485, -1.3075, -1.7962)  0.2109
H (2.9180, -0.0307, 1.8649)  0.2401
H (0.7896, -1.3645, 1.8327)  0.2419
H (-3.1585, -2.1982, -1.8366)  0.2233
H (-3.4480, -2.1436, -0.0741)  0.2261
H (-3.5213, -0.3544, 1.2400)  0.2271
H (-3.7576, 1.4047, 1.1386)  0.1991
H (-5.0789, 0.4908, 3.0119)  0.2008
H (-5.8494, -0.6971, 1.9199)  0.1636
H (-7.6613, 1.9197, 0.2920)  0.2003
H (-7.3844, 0.1531, 0.2969)  0.1681
H (-6.1634, 1.1179, -1.6229)  0.2530
H (-5.3676, 2.3030, -0.5430)  0.1956
H (-0.6748, 1.0812, -1.3464)  0.2384
H (1.4435, 2.4137, -1.2796)  0.2460

Record 2
Density functional theory data (wB97M-V/def2-TZVPD) for an isolated molecule of C20H22N4O2 in a non-equilibrium geometry.

The HOMO energy comes out at -0.28507 Eh. The multiplicity is 1. As for the total energy: -31152.45468 eV. The largest force on an atom is 0.021 Eh/bohr. As for the energy above the lowest of the compared OMol25 structures with the same formula, charge and spin: 145.77 kJ/mol. Its SMILES is N#Cc1c2c(c(NCCOCCO)n3c1nc1ccccc13)CCCC2. As for the HOMO-LUMO gap: 7.70 eV.

Last column: natural (NBO) charge in e.
Atoms and positions in Å:
N (-5.4213, -1.2915, -0.5459)  -0.3056
C (-4.3529, -0.8944, -0.4156)  0.2901
C (-3.0601, -0.3579, -0.2566)  -0.2466
C (-2.8240, 1.0007, -0.2990)  0.1310
C (-1.5208, 1.5038, -0.0939)  -0.1307
C (-0.4525, 0.6532, 0.0764)  0.4261
N (0.8257, 1.1280, 0.3363)  -0.6337
C (1.5931, 1.7127, -0.7533)  -0.2265
C (2.9686, 2.1016, -0.2252)  -0.0725
O (3.6270, 0.9109, 0.1600)  -0.5654
C (4.8448, 1.0900, 0.8546)  -0.0902
C (6.0051, 1.4114, -0.0933)  -0.0892
O (6.1934, 0.3852, -1.0314)  -0.7109
N (-0.6738, -0.6972, 0.0499)  -0.3545
C (-1.9706, -1.2410, -0.0551)  0.3975
N (-1.9842, -2.5435, 0.0098)  -0.4651
C (-0.6844, -2.9235, 0.1420)  0.1140
C (-0.1615, -4.2106, 0.2349)  -0.2009
C (1.2050, -4.3471, 0.3179)  -0.2106
C (2.0467, -3.2335, 0.2926)  -0.2287
C (1.5529, -1.9472, 0.2066)  -0.2541
C (0.1724, -1.7888, 0.1534)  0.1242
C (-1.4053, 2.9923, 0.0488)  -0.4227
C (-2.4945, 3.4635, 1.0190)  -0.3938
C (-3.9058, 3.1054, 0.5302)  -0.3949
C (-3.8964, 2.0099, -0.5486)  -0.4362
H (1.3932, 0.4358, 0.8127)  0.3961
H (1.7250, 1.0015, -1.5830)  0.1889
H (1.0762, 2.5953, -1.1331)  0.2102
H (2.8631, 2.7661, 0.6437)  0.1780
H (3.5270, 2.6306, -1.0083)  0.1789
H (4.7451, 1.8750, 1.6152)  0.1736
H (5.0362, 0.1315, 1.3446)  0.1990
H (6.9332, 1.4978, 0.4751)  0.1884
H (5.8181, 2.3690, -0.6033)  0.1544
H (5.3210, 0.1090, -1.3417)  0.4705
H (-0.8250, -5.0596, 0.2307)  0.2271
H (1.6424, -5.3318, 0.3896)  0.2148
H (3.1157, -3.3798, 0.3338)  0.2138
H (2.2497, -1.1241, 0.1566)  0.2197
H (-1.5351, 3.4844, -0.9191)  0.2068
H (-0.4268, 3.2564, 0.4480)  0.2288
H (-2.3082, 2.9855, 1.9827)  0.2049
H (-2.4104, 4.5410, 1.1652)  0.2123
H (-4.3993, 3.9869, 0.1187)  0.2100
H (-4.5033, 2.7633, 1.3759)  0.2126
H (-3.6955, 2.4730, -1.5200)  0.2203
H (-4.8732, 1.5290, -0.6055)  0.2408

Record 3
Density functional theory data (wB97M-V/def2-TZVPD) for an isolated molecule of C20H22N4O4S in a non-equilibrium geometry.

The HOMO energy comes out at -0.31886 Eh. The multiplicity is 1. As for the total energy: -46083.06033 eV. The largest force on an atom is 0.023 Eh/bohr. As for the energy above the lowest of the compared OMol25 structures with the same formula, charge and spin: 143.90 kJ/mol. Its SMILES is CNC(=O)Cn1nc(-c2ccc(C)c(S(=O)(=O)N(C)C)c2)c2ccccc2c1=O. As for the HOMO-LUMO gap: 8.64 eV.

Last column: natural (NBO) charge in e.
Atoms and positions in Å:
C (-6.9240, -1.1887, -0.9052)  -0.4227
N (-5.8761, -0.9263, 0.0498)  -0.6216
C (-4.8916, -1.8010, 0.3005)  0.6585
O (-4.7886, -2.8964, -0.2077)  -0.6234
C (-3.8750, -1.2814, 1.3381)  -0.3085
N (-3.0273, -0.2412, 0.7864)  -0.2140
N (-1.8195, -0.6468, 0.4173)  -0.1971
C (-0.9617, 0.1754, -0.0963)  0.1600
C (0.3465, -0.4052, -0.4312)  -0.0082
C (0.4145, -1.6479, -1.0589)  -0.1517
C (1.6352, -2.2089, -1.3809)  -0.2163
C (2.8323, -1.5603, -1.0861)  0.0503
C (4.1531, -2.1556, -1.4366)  -0.6572
C (2.7467, -0.3365, -0.4329)  -0.3564
S (4.2225, 0.5870, -0.0072)  2.3071
O (5.0422, 0.7580, -1.1722)  -0.9414
O (3.8280, 1.7736, 0.7031)  -0.9466
N (5.0160, -0.4960, 1.0255)  -0.6614
C (4.3074, -0.6187, 2.2784)  -0.4296
C (6.4260, -0.2023, 1.1681)  -0.4296
C (1.5362, 0.2378, -0.1030)  -0.1890
C (-1.2834, 1.5638, -0.3211)  -0.0826
C (-0.4486, 2.4776, -0.9778)  -0.1348
C (-0.8433, 3.7865, -1.1351)  -0.1972
C (-2.0785, 4.2229, -0.6566)  -0.1971
C (-2.9312, 3.3333, -0.0464)  -0.1598
C (-2.5484, 1.9996, 0.1183)  -0.1205
C (-3.4884, 1.0530, 0.7074)  0.6359
O (-4.6171, 1.3381, 1.0941)  -0.6589
H (-6.8744, -0.4836, -1.7374)  0.1940
H (-7.9008, -1.1053, -0.4266)  0.1963
H (-6.7891, -2.2017, -1.2812)  0.2353
H (-5.8372, -0.0107, 0.4883)  0.4319
H (-3.2263, -2.1080, 1.6283)  0.2488
H (-4.4083, -0.8770, 2.2021)  0.2314
H (-0.5042, -2.1625, -1.2940)  0.2336
H (1.6652, -3.1684, -1.8756)  0.2199
H (4.6563, -2.4970, -0.5333)  0.2390
H (4.0311, -2.9956, -2.1156)  0.2168
H (4.7878, -1.3999, -1.8928)  0.2535
H (4.3250, 0.3170, 2.8486)  0.1986
H (3.2729, -0.8790, 2.0611)  0.2155
H (4.7613, -1.4133, 2.8696)  0.2101
H (6.8153, 0.0077, 0.1750)  0.2380
H (6.9323, -1.0731, 1.5853)  0.2066
H (6.6026, 0.6652, 1.8137)  0.1871
H (1.5504, 1.1745, 0.4326)  0.2510
H (0.5004, 2.1483, -1.3707)  0.2208
H (-0.1897, 4.4831, -1.6382)  0.2222
H (-2.3688, 5.2550, -0.7813)  0.2214
H (-3.9055, 3.6311, 0.3103)  0.2417

Record 4
Density functional theory data (wB97M-V/def2-TZVPD) for a 2-piece molecular cluster, C20H22N4O9 overall in a non-equilibrium geometry.

The HOMO energy comes out at -0.34081 Eh. The multiplicity is 1. As for the total energy: -45483.90172 eV. The largest force on an atom is 0.067 Eh/bohr. As for the energy above the lowest of the compared OMol25 structures with the same formula, charge and spin: 0.00 kJ/mol. Its SMILES is O=C(O)c1cc(O)cc(Oc2cccc([N+](=O)[O-])c2)c1.CNC(=O)[C@H](CC(N)=O)NC(C)=O. As for the HOMO-LUMO gap: 8.54 eV.

Last column: natural (NBO) charge in e.
Atoms and positions in Å:
O (0.8834, -6.2645, -4.5727)  -0.5928
C (1.1274, -5.4595, -3.6880)  0.7690
O (2.3290, -5.4009, -3.0674)  -0.6713
C (0.0770, -4.5038, -3.2757)  -0.1386
C (-1.1975, -4.5041, -3.8787)  -0.2420
C (-2.1801, -3.5981, -3.4789)  0.3168
O (-3.4140, -3.6101, -4.0621)  -0.6605
C (-1.9003, -2.6716, -2.4781)  -0.3113
C (-0.6416, -2.6375, -1.8679)  0.3709
O (-0.3558, -1.7280, -0.8846)  -0.5158
C (-0.0041, -0.5032, -1.3851)  0.2500
C (1.3173, -0.2347, -1.7551)  -0.2009
C (1.6627, 1.0173, -2.2689)  -0.2026
C (0.6855, 2.0084, -2.4151)  -0.1772
C (-0.6555, 1.7722, -2.0402)  0.0254
N (-1.6549, 2.7669, -2.1858)  0.5098
O (-2.7537, 2.5779, -1.6442)  -0.3754
O (-1.3892, 3.7689, -2.8631)  -0.3653
C (-0.9679, 0.5012, -1.5125)  -0.1790
C (0.3295, -3.5610, -2.2614)  -0.2583
H (2.8559, -6.0981, -3.4862)  0.5038
H (-1.4157, -5.2234, -4.6628)  0.2318
H (-3.4507, -4.2858, -4.7576)  0.4869
H (-2.6730, -1.9736, -2.1785)  0.2341
H (2.0776, -0.9995, -1.6328)  0.2351
H (2.6924, 1.2225, -2.5492)  0.2344
H (0.9803, 2.9762, -2.8133)  0.2487
H (-1.9812, 0.2692, -1.2026)  0.2392
H (1.2956, -3.5320, -1.7667)  0.2357
C (-3.3981, 2.2645, 1.9364)  -0.4169
N (-2.0269, 2.0739, 2.4103)  -0.6059
C (-0.9537, 2.6586, 1.8603)  0.6714
O (-1.0485, 3.4345, 0.9162)  -0.6347
C (0.4406, 2.3556, 2.4456)  -0.1456
C (1.4100, 1.8393, 1.3645)  -0.4931
C (2.8650, 1.6864, 1.7819)  0.6635
N (3.3644, 2.4379, 2.7367)  -0.8109
O (3.5797, 0.8511, 1.2608)  -0.6469
N (0.4379, 1.4136, 3.5774)  -0.6284
C (0.9861, 1.6806, 4.7617)  0.6879
C (0.9589, 0.5739, 5.7880)  -0.7082
O (1.5069, 2.7573, 5.0239)  -0.6493
H (-3.6245, 1.5392, 1.1528)  0.2045
H (-3.5141, 3.2685, 1.5193)  0.2378
H (-4.1020, 2.1423, 2.7604)  0.2037
H (-1.8794, 1.4921, 3.2181)  0.3943
H (0.8059, 3.3265, 2.7844)  0.2547
H (1.0583, 0.8746, 1.0018)  0.2296
H (1.3973, 2.5377, 0.5283)  0.2613
H (4.3268, 2.2744, 2.9662)  0.4100
H (2.7650, 3.0052, 3.3197)  0.4154
H (0.0969, 0.4800, 3.4143)  0.3994
H (1.4227, 0.9345, 6.7056)  0.2493
H (1.5178, -0.2813, 5.4108)  0.2325
H (-0.0715, 0.2880, 5.9895)  0.2238

Record 5
Density functional theory data (wB97M-V/def2-TZVPD) for an isolated molecule of C20H22N4S in a non-equilibrium geometry.

The HOMO energy comes out at -0.26799 Eh. The multiplicity is 1. As for the total energy: -37888.43646 eV. The largest force on an atom is 0.122 Eh/bohr. As for the energy above the lowest of the compared OMol25 structures with the same formula, charge and spin: 453.92 kJ/mol. Its SMILES is CN1CC=C(c2c[nH]c3ccc(C/N=C(\N)c4cccs4)cc23)CC1. As for the HOMO-LUMO gap: 7.79 eV.

Last column: natural (NBO) charge in e.
Atoms and positions in Å:
C (-4.7151, -0.9354, -1.8355)  -0.4147
N (-3.7006, -0.6534, -2.8065)  -0.4474
C (-3.6799, 0.7449, -3.3242)  -0.2553
C (-2.8924, 1.7296, -2.4356)  -0.2265
C (-2.0381, 1.2227, -1.3807)  -0.0021
C (-1.2751, 2.1754, -0.5625)  -0.0502
C (-1.4601, 3.5636, -0.7579)  -0.0343
N (-0.5215, 4.1827, 0.1133)  -0.5199
C (0.1495, 3.3103, 0.8354)  0.1141
C (1.1225, 3.4481, 1.7532)  -0.2467
C (1.5305, 2.3117, 2.4932)  -0.1989
C (1.0569, 0.9951, 2.2775)  -0.0964
C (1.4973, -0.0827, 3.1173)  -0.2634
N (1.9151, -1.2991, 2.4239)  -0.5296
C (2.8565, -1.4819, 1.5389)  0.3980
N (3.4429, -0.3682, 1.1413)  -0.8009
C (3.4944, -2.7396, 1.1030)  -0.2505
C (3.5452, -3.8970, 1.9452)  -0.1955
C (4.2500, -4.9753, 1.2359)  -0.2596
C (4.5581, -4.7390, -0.0669)  -0.3474
S (4.1449, -3.0067, -0.5176)  0.3521
C (0.2370, 0.8570, 1.1533)  -0.2297
C (-0.2674, 1.9824, 0.5000)  -0.0307
C (-1.8656, -0.2045, -1.2518)  -0.4920
C (-2.2269, -0.9108, -2.4921)  -0.2034
H (-5.0165, -0.0081, -1.4296)  0.1823
H (-4.2933, -1.4153, -0.9688)  0.1901
H (-5.5776, -1.4585, -2.1885)  0.1939
H (-3.2053, 0.7251, -4.3480)  0.1945
H (-4.6717, 1.0988, -3.4506)  0.2017
H (-2.8882, 2.7873, -2.7268)  0.1928
H (-2.2177, 4.0769, -1.3188)  0.2226
H (-0.5726, 5.1625, 0.4388)  0.4099
H (1.6105, 4.4256, 1.8681)  0.2133
H (2.2401, 2.5143, 3.3686)  0.2118
H (0.6668, -0.3092, 3.8208)  0.2128
H (2.3460, 0.2407, 3.6851)  0.2040
H (2.8222, 0.4863, 1.1647)  0.4165
H (3.8762, -0.6506, 0.2725)  0.3666
H (3.0628, -3.9585, 2.9290)  0.2527
H (4.3570, -5.9298, 1.7117)  0.2264
H (5.1397, -5.4266, -0.7243)  0.2467
H (0.0603, -0.2293, 0.9044)  0.2323
H (-2.2516, -0.3986, -0.3180)  0.2287
H (-0.8000, -0.3630, -1.1313)  0.2195
H (-1.7011, -0.6807, -3.4692)  0.2143
H (-2.1444, -1.9193, -2.2898)  0.1974

Record 6
Density functional theory data (wB97M-V/def2-TZVPD) for a 2-piece molecular cluster, C20H23 overall in a non-equilibrium geometry.

The HOMO energy comes out at -0.40930 Eh. The multiplicity is 1. As for the total energy: -21105.53456 eV. The largest force on an atom is 0.026 Eh/bohr. As for the energy above the lowest of the compared OMol25 structures with the same formula, charge and spin: 12.12 kJ/mol. The charge is +1. As for the HOMO-LUMO gap: 5.43 eV.

Last column: natural (NBO) charge in e.
Atoms and positions in Å:
C (1.8432, -1.9285, 2.2583)  -0.6530
C (0.5939, -2.2390, 1.5225)  0.0551
C (0.5094, -2.4803, 0.1993)  -0.2296
C (-0.8483, -2.9293, -0.2488)  -0.4343
C (-1.6907, -2.9050, 1.0673)  -0.3926
C (-0.7573, -2.3917, 2.1986)  -0.4416
H (1.6289, -1.6044, 3.2820)  0.2278
H (2.5071, -2.8046, 2.3232)  0.2334
H (2.4167, -1.1389, 1.7517)  0.2079
H (1.3419, -2.4381, -0.4952)  0.1640
H (-1.3037, -2.2888, -1.0180)  0.1992
H (-0.8277, -3.9542, -0.6476)  0.2098
H (-2.5673, -2.2651, 0.9525)  0.2113
H (-2.0455, -3.9116, 1.3101)  0.2136
H (-0.7147, -3.1231, 3.0161)  0.2183
H (-1.1431, -1.4522, 2.6242)  0.2167
C (2.0450, -3.8632, -7.2427)  -0.6573
C (2.0304, -3.0003, -6.0232)  0.1297
C (2.3196, -3.5697, -4.7734)  -0.2277
C (2.2375, -2.8159, -3.6194)  -0.0807
C (1.8698, -1.4321, -3.6656)  -0.2079
C (1.7502, -0.7303, -2.4423)  0.1213
C (1.2982, 0.6030, -2.2521)  -0.0918
C (1.7077, 1.2802, -1.0630)  -0.1032
C (1.4683, 2.6318, -0.8837)  -0.2300
C (0.8172, 3.3678, -1.8859)  -0.0913
C (0.3417, 2.7160, -3.0331)  -0.2284
C (0.5165, 1.3460, -3.1910)  -0.1304
C (1.7188, -0.8401, -4.9634)  -0.0266
C (1.7306, -1.6327, -6.1008)  -0.2587
H (1.6003, -3.3360, -8.0915)  0.2336
H (3.0663, -4.1555, -7.5214)  0.2552
H (1.4841, -4.7872, -7.0536)  0.2470
H (2.6020, -4.6225, -4.7193)  0.2393
H (2.4609, -3.2584, -2.6444)  0.2322
H (2.2134, -1.2015, -1.5746)  0.2278
H (2.2755, 0.7113, -0.3243)  0.2275
H (1.8157, 3.1295, 0.0234)  0.2443
H (0.6946, 4.4448, -1.7731)  0.2411
H (-0.1485, 3.2925, -3.8214)  0.2423
H (0.0825, 0.8427, -4.0537)  0.2273
H (1.6114, 0.2396, -5.0705)  0.2202
H (1.5152, -1.1941, -7.0799)  0.2387